{
  "formula": "C6H16N",
  "method": "ωB97M-V with the def2-TZVPD basis set",
  "total_charge": 1,
  "e_homo_ev": -13.747,
  "relative_energy_ev": 5.263,
  "mol_weight_g_mol": 102.2,
  "species": ["C", "C", "C", "C", "C", "C", "N", "H", "H", "H", "H", "H", "H", "H", "H", "H", "H", "H", "H", "H", "H", "H", "H"],
  "coordinates": [[-0.109, -0.353, 2.580], [-0.441, 0.282, 1.193], [-0.138, -0.280, -0.126], [0.345, 1.392, 0.610], [-0.340, 2.289, -0.686], [0.084, 1.849, -2.135], [0.416, -3.751, -1.013], [-0.589, 0.249, 3.355], [-0.581, -1.352, 2.656], [0.965, -0.450, 2.834], [-1.512, 0.657, 1.296], [0.743, -0.927, -0.209], [-0.940, -0.917, -0.508], [1.443, 1.272, 0.583], [0.313, 2.200, 1.362], [-1.385, 2.001, -0.523], [-0.233, 3.360, -0.441], [-0.500, 0.946, -2.328], [1.132, 1.461, -2.195], [-0.127, 2.485, -2.997], [-0.400, -4.351, -0.962], [0.726, -3.847, -1.964], [1.130, -4.216, -0.383]],
  "nbo_charge": [-0.600, -0.287, 0.044, -0.522, -0.320, -0.637, -1.100, 0.243, 0.246, 0.237, 0.239, 0.261, 0.288, 0.273, 0.376, 0.207, 0.243, 0.211, 0.224, 0.259, 0.370, 0.371, 0.375]
}

{
  "formula": "C6H16N2",
  "method": "ωB97M-V with the def2-TZVPD basis set",
  "multiplicity": 2,
  "total_charge": -1,
  "e_homo_ev": [1.477, -5.110],
  "relative_energy_ev": 2.083,
  "mol_weight_g_mol": 116.2,
  "species": ["C", "C", "C", "N", "C", "N", "C", "C", "H", "H", "H", "H", "H", "H", "H", "H", "H", "H", "H", "H", "H", "H", "H", "H"],
  "coordinates": [[-0.460, 1.140, 0.052], [0.512, 1.987, 0.857], [1.466, 1.114, 1.835], [0.858, 0.207, 2.741], [0.107, -0.013, -0.750], [-0.983, -0.885, -1.298], [-0.843, -2.288, -0.761], [-0.743, -0.991, -2.735], [-1.150, 1.728, -0.578], [-1.119, 0.575, 0.740], [-0.069, 2.675, 1.457], [1.235, 2.692, 0.404], [1.859, 0.511, 0.983], [2.216, 1.664, 2.422], [0.740, 0.221, 3.739], [0.076, -0.393, 2.422], [0.822, 0.308, -1.539], [0.847, -0.600, -0.172], [-0.922, -3.069, -1.544], [-1.445, -2.406, 0.114], [0.179, -2.322, -0.390], [-1.514, -1.644, -3.156], [-1.015, -0.055, -3.211], [0.299, -1.171, -3.054]],
  "lowdin_spin": [0.061, 0.022, 0.059, 0.056, 0.037, 0.009, 0.253, 0.095, 0.011, 0.025, 0.008, 0.004, 0.009, 0.010, 0.031, 0.061, 0.008, 0.012, 0.055, 0.072, 0.043, 0.027, 0.015, 0.020]
}

{
  "formula": "C6H16N2",
  "method": "ωB97M-V with the def2-TZVPD basis set",
  "total_charge": 0,
  "e_homo_ev": -8.525,
  "relative_energy_ev": 2.814,
  "mol_weight_g_mol": 116.2,
  "smiles": "CC[C@@H](CNC)NC",
  "species": ["C", "C", "C", "C", "N", "C", "N", "C", "H", "H", "H", "H", "H", "H", "H", "H", "H", "H", "H", "H", "H", "H", "H", "H"],
  "coordinates": [[-2.335, 1.287, 0.960], [-1.657, -0.106, 0.828], [-0.430, -0.108, -0.119], [0.918, -0.194, 0.759], [2.171, -0.406, 0.060], [3.446, -0.187, 0.820], [-0.554, -1.081, -1.169], [-1.346, -0.597, -2.306], [-3.426, 1.067, 1.161], [-1.847, 1.803, 1.781], [-2.313, 1.925, -0.002], [-1.058, -0.362, 1.629], [-2.377, -0.836, 0.565], [-0.257, 0.952, -0.522], [0.928, -1.146, 1.433], [0.987, 0.845, 1.300], [2.195, 0.018, -0.839], [3.643, 0.918, 0.897], [4.374, -0.499, 0.231], [3.176, -0.596, 1.808], [0.376, -1.360, -1.532], [-2.356, -0.648, -1.976], [-1.044, 0.586, -2.563], [-1.214, -1.275, -3.202]],
  "nbo_charge": [-0.616, -0.429, -0.023, -0.224, -0.659, -0.417, -0.632, -0.401, 0.211, 0.210, 0.206, 0.216, 0.214, 0.143, 0.191, 0.167, 0.349, 0.165, 0.212, 0.207, 0.363, 0.190, 0.148, 0.208]
}

{
  "formula": "C6H16N2",
  "method": "ωB97M-V with the def2-TZVPD basis set",
  "total_charge": 0,
  "e_homo_ev": -8.826,
  "relative_energy_ev": 1.105,
  "mol_weight_g_mol": 116.2,
  "smiles": "[H]/N=C/NC.CC(C)C",
  "species": ["H", "N", "C", "N", "C", "H", "H", "H", "H", "H", "C", "C", "C", "C", "H", "H", "H", "H", "H", "H", "H", "H", "H", "H"],
  "coordinates": [[2.815, 1.242, 1.829], [2.343, 0.669, 2.523], [2.043, -0.421, 1.858], [1.228, -1.370, 2.396], [1.190, -2.771, 1.860], [2.466, -0.666, 0.861], [1.000, -1.163, 3.358], [0.185, -3.228, 2.087], [1.385, -2.756, 0.743], [1.929, -3.452, 2.397], [-2.410, 0.179, -1.417], [-0.974, 0.612, -1.502], [-0.827, 1.709, -2.646], [-0.484, 1.286, -0.216], [-2.470, -0.370, -0.426], [-3.147, 0.991, -1.390], [-2.709, -0.554, -2.175], [-0.377, -0.302, -1.749], [0.210, 2.122, -2.650], [-1.494, 2.545, -2.460], [-1.013, 1.249, -3.602], [-0.408, 0.614, 0.651], [0.544, 1.656, -0.447], [-1.023, 2.177, 0.117]],
  "nbo_charge": [0.332, -0.732, 0.275, -0.620, -0.418, 0.149, 0.401, 0.209, 0.212, 0.192, -0.609, -0.216, -0.605, -0.615, 0.202, 0.206, 0.208, 0.194, 0.200, 0.203, 0.204, 0.214, 0.201, 0.210]
}

{
  "formula": "C6H16N2",
  "method": "ωB97M-V with the def2-TZVPD basis set",
  "total_charge": 0,
  "e_homo_ev": -8.300,
  "relative_energy_ev": 1.491,
  "mol_weight_g_mol": 116.2,
  "smiles": "CN[C@H](C)CN(C)C",
  "species": ["C", "N", "C", "C", "C", "N", "C", "C", "H", "H", "H", "H", "H", "H", "H", "H", "H", "H", "H", "H", "H", "H", "H", "H"],
  "coordinates": [[-1.458, 0.097, 1.873], [-0.740, -1.117, 1.578], [-0.174, -1.199, 0.242], [0.678, -2.436, 0.099], [0.712, 0.036, -0.117], [-0.002, 1.001, -0.999], [0.133, 2.362, -0.457], [0.662, 1.020, -2.309], [-2.023, -0.027, 2.789], [-2.134, 0.335, 1.052], [-0.822, 0.977, 2.054], [-0.063, -1.410, 2.268], [-0.965, -1.214, -0.506], [1.057, -2.533, -0.926], [1.536, -2.523, 0.774], [0.168, -3.405, 0.142], [1.123, 0.499, 0.787], [1.599, -0.288, -0.663], [-0.422, 2.567, 0.458], [1.185, 2.646, -0.318], [-0.305, 3.037, -1.191], [0.061, 1.645, -2.977], [1.693, 1.373, -2.306], [0.500, 0.011, -2.685]],
  "nbo_charge": [-0.411, -0.629, -0.065, -0.619, -0.250, -0.438, -0.420, -0.422, 0.198, 0.204, 0.156, 0.356, 0.198, 0.210, 0.202, 0.219, 0.193, 0.187, 0.200, 0.163, 0.195, 0.198, 0.172, 0.201]
}

{
  "formula": "C6H16N2",
  "method": "ωB97M-V with the def2-TZVPD basis set",
  "total_charge": 0,
  "e_homo_ev": -8.755,
  "relative_energy_ev": 2.941,
  "mol_weight_g_mol": 116.2,
  "smiles": "CCCCNCCN",
  "species": ["C", "C", "C", "C", "N", "C", "C", "N", "H", "H", "H", "H", "H", "H", "H", "H", "H", "H", "H", "H", "H", "H", "H", "H"],
  "coordinates": [[-0.188, -1.242, 2.402], [1.235, -0.717, 2.043], [1.620, -0.889, 0.573], [1.529, 0.540, -0.062], [0.650, 0.420, -1.309], [-0.761, 0.132, -1.063], [-1.797, 1.207, -1.355], [-2.162, 0.969, -2.893], [-0.733, -1.268, 1.576], [-0.296, -2.353, 2.722], [-0.621, -0.777, 3.340], [1.952, -1.239, 2.672], [1.341, 0.277, 2.505], [0.964, -1.653, 0.112], [2.579, -1.394, 0.300], [2.509, 0.940, -0.383], [1.126, 1.241, 0.796], [0.844, 1.326, -1.694], [-0.741, -0.169, 0.003], [-0.940, -0.877, -1.470], [-2.769, 0.995, -0.857], [-1.533, 2.184, -1.218], [-1.455, 0.498, -3.352], [-2.353, 1.850, -3.386]],
  "nbo_charge": [-0.603, -0.421, -0.441, -0.210, -0.634, -0.260, -0.224, -0.856, 0.192, 0.201, 0.214, 0.208, 0.204, 0.212, 0.222, 0.202, 0.161, 0.351, 0.193, 0.203, 0.199, 0.186, 0.349, 0.350]
}

{
  "formula": "C6H16N2",
  "method": "ωB97M-V with the def2-TZVPD basis set",
  "total_charge": 0,
  "e_homo_ev": -8.867,
  "relative_energy_ev": 3.100,
  "mol_weight_g_mol": 116.2,
  "smiles": "CNCCC[C@H](C)N",
  "species": ["C", "N", "C", "C", "C", "C", "C", "N", "H", "H", "H", "H", "H", "H", "H", "H", "H", "H", "H", "H", "H", "H", "H", "H"],
  "coordinates": [[0.416, 3.750, -0.327], [1.365, 2.640, -0.726], [0.834, 1.440, 0.147], [0.632, 0.204, -0.755], [-0.679, -0.816, -0.506], [-0.656, -1.829, 0.616], [0.333, -2.925, 0.578], [-2.069, -2.483, 0.893], [0.631, 4.668, -1.010], [-0.545, 3.264, -0.490], [0.796, 4.082, 0.692], [1.273, 2.604, -1.678], [-0.133, 1.774, 0.738], [1.683, 1.331, 0.877], [1.421, -0.505, -0.985], [0.419, 0.503, -1.781], [-0.826, -1.319, -1.477], [-1.472, -0.102, -0.332], [-0.547, -1.182, 1.545], [1.295, -2.587, 0.278], [-0.128, -3.693, -0.152], [0.521, -3.584, 1.467], [-1.987, -3.390, 1.414], [-2.747, -1.909, 1.213]],
  "nbo_charge": [-0.442, -0.628, -0.251, -0.423, -0.383, -0.050, -0.636, -0.871, 0.195, 0.184, 0.205, 0.343, 0.188, 0.213, 0.213, 0.205, 0.202, 0.201, 0.167, 0.218, 0.211, 0.220, 0.364, 0.354]
}

{
  "formula": "C6H16N2",
  "method": "ωB97M-V with the def2-TZVPD basis set",
  "total_charge": 0,
  "e_homo_ev": -8.450,
  "relative_energy_ev": 0.751,
  "mol_weight_g_mol": 116.2,
  "smiles": "C1CCNC1.CCN",
  "species": ["C", "C", "C", "N", "C", "H", "H", "H", "H", "H", "H", "H", "H", "H", "C", "C", "N", "H", "H", "H", "H", "H", "H", "H"],
  "coordinates": [[1.121, 1.037, -0.731], [1.714, 0.438, 0.571], [1.792, -1.068, 0.290], [0.711, -1.265, -0.680], [0.913, -0.179, -1.643], [1.788, 1.788, -1.197], [0.152, 1.530, -0.524], [1.041, 0.632, 1.428], [2.707, 0.860, 0.821], [1.638, -1.693, 1.191], [2.784, -1.323, -0.131], [0.772, -2.187, -1.131], [1.809, -0.338, -2.272], [0.041, -0.078, -2.318], [-2.492, 0.679, -0.118], [-1.685, 0.504, 1.169], [-1.137, -0.836, 1.388], [-1.861, 0.458, -0.995], [-2.867, 1.713, -0.206], [-3.354, -0.009, -0.122], [-0.834, 1.212, 1.168], [-2.324, 0.746, 2.039], [-0.531, -1.097, 0.602], [-1.898, -1.525, 1.401]],
  "nbo_charge": [-0.422, -0.426, -0.236, -0.638, -0.229, 0.214, 0.212, 0.225, 0.214, 0.216, 0.167, 0.372, 0.167, 0.201, -0.629, -0.217, -0.882, 0.197, 0.205, 0.201, 0.174, 0.183, 0.388, 0.341]
}

{
  "formula": "C6H16N2",
  "method": "ωB97M-V with the def2-TZVPD basis set",
  "total_charge": 0,
  "e_homo_ev": -8.113,
  "relative_energy_ev": 1.311,
  "mol_weight_g_mol": 116.2,
  "smiles": "CCN(C)[C@@H](C)CN",
  "species": ["C", "C", "N", "C", "C", "C", "C", "N", "H", "H", "H", "H", "H", "H", "H", "H", "H", "H", "H", "H", "H", "H", "H", "H"],
  "coordinates": [[1.573, -2.190, 1.075], [0.912, -1.224, 0.129], [0.061, -0.266, 0.819], [-1.132, -0.826, 1.404], [-0.188, 0.962, 0.048], [1.106, 1.663, -0.364], [-1.052, 0.717, -1.221], [-1.427, 1.987, -1.811], [1.993, -1.792, 2.001], [2.350, -2.683, 0.478], [0.855, -2.925, 1.448], [1.555, -0.672, -0.551], [0.292, -1.796, -0.637], [-1.550, -1.713, 0.876], [-0.806, -1.295, 2.359], [-1.944, -0.125, 1.461], [-0.791, 1.599, 0.695], [1.895, 1.581, 0.376], [0.927, 2.760, -0.403], [1.444, 1.409, -1.357], [-1.877, 0.007, -1.080], [-0.465, 0.216, -2.005], [-2.117, 1.835, -2.528], [-1.613, 2.771, -1.210]],
  "nbo_charge": [-0.623, -0.216, -0.451, -0.420, -0.036, -0.632, -0.233, -0.862, 0.216, 0.213, 0.204, 0.206, 0.153, 0.167, 0.198, 0.206, 0.187, 0.222, 0.219, 0.212, 0.168, 0.173, 0.365, 0.364]
}

{
  "formula": "C6H16N2",
  "method": "ωB97M-V with the def2-TZVPD basis set",
  "total_charge": 0,
  "e_homo_ev": -7.571,
  "relative_energy_ev": 6.443,
  "mol_weight_g_mol": 116.2,
  "species": ["N", "C", "C", "N", "C", "C", "C", "C", "H", "H", "H", "H", "H", "H", "H", "H", "H", "H", "H", "H", "H", "H", "H", "H"],
  "coordinates": [[0.832, -1.663, -0.360], [0.161, -0.522, -0.031], [0.948, 0.631, 0.546], [0.035, 1.336, 1.316], [-1.448, -3.065, -2.755], [-0.475, -2.014, -3.273], [0.610, 2.440, 2.014], [-0.388, 3.136, 2.929], [-0.941, -1.028, -3.354], [1.746, -1.596, 0.110], [-0.493, -0.244, -0.875], [-0.581, -0.726, 0.813], [1.767, 0.164, 1.157], [1.535, 1.239, -0.174], [-2.302, -3.179, -3.416], [-0.943, -4.030, -2.694], [-1.757, -2.839, -1.736], [0.370, -1.959, -2.593], [-0.148, -2.289, -4.283], [1.475, 2.121, 2.621], [1.019, 3.149, 1.275], [0.069, 4.004, 3.409], [-1.300, 3.420, 2.404], [-0.695, 2.438, 3.709]],
  "nbo_charge": [-0.460, -0.282, -0.286, -0.282, -0.601, -0.614, -0.286, -0.607, 0.191, 0.311, 0.230, 0.273, 0.168, 0.189, 0.198, 0.201, 0.202, 0.226, 0.197, 0.189, 0.210, 0.209, 0.215, 0.210]
}

{
  "formula": "C6H16N2",
  "method": "ωB97M-V with the def2-TZVPD basis set",
  "total_charge": 0,
  "e_homo_ev": -8.557,
  "relative_energy_ev": 3.250,
  "mol_weight_g_mol": 116.2,
  "smiles": "CN(C)CCCCN",
  "species": ["C", "N", "C", "C", "C", "C", "C", "N", "H", "H", "H", "H", "H", "H", "H", "H", "H", "H", "H", "H", "H", "H", "H", "H"],
  "coordinates": [[-2.720, -0.573, -0.828], [-1.291, -0.570, -0.470], [-1.116, -1.636, 0.599], [-0.982, 0.811, -0.024], [0.356, 1.072, -0.969], [1.420, 0.091, -0.567], [2.028, 0.060, 0.928], [2.883, 1.249, 1.265], [-3.094, -1.607, -1.190], [-2.837, 0.039, -1.763], [-3.252, -0.240, 0.061], [-0.692, -1.301, 1.530], [-2.075, -2.141, 0.916], [-0.468, -2.434, 0.167], [-0.882, 0.985, 1.017], [-1.621, 1.595, -0.335], [-0.141, 1.061, -1.968], [0.659, 2.103, -0.789], [2.386, 0.317, -1.256], [1.031, -1.038, -0.648], [1.179, 0.147, 1.615], [2.609, -0.934, 0.821], [2.683, 1.968, 0.691], [3.937, 0.975, 1.196]],
  "nbo_charge": [-0.412, -0.470, -0.433, -0.236, -0.403, -0.424, -0.228, -0.850, 0.196, 0.200, 0.174, 0.197, 0.192, 0.201, 0.183, 0.195, 0.221, 0.185, 0.199, 0.222, 0.184, 0.205, 0.347, 0.358]
}

{
  "formula": "C6H16N2",
  "method": "ωB97M-V with the def2-TZVPD basis set",
  "total_charge": 0,
  "e_homo_ev": -8.445,
  "relative_energy_ev": 2.681,
  "mol_weight_g_mol": 116.2,
  "smiles": "CCCNC[C@@H](C)N",
  "species": ["C", "C", "C", "N", "C", "C", "C", "N", "H", "H", "H", "H", "H", "H", "H", "H", "H", "H", "H", "H", "H", "H", "H", "H"],
  "coordinates": [[-0.760, 0.303, -2.749], [-1.012, 1.657, -1.993], [-1.591, 1.269, -0.679], [-0.507, 0.789, 0.276], [0.187, -0.524, 0.265], [1.296, -0.632, 1.361], [0.694, -0.654, 2.698], [2.031, -1.966, 1.069], [-1.401, 0.275, -3.553], [0.262, 0.233, -3.134], [-0.988, -0.561, -1.950], [-1.700, 2.361, -2.497], [-0.099, 2.250, -1.813], [-2.255, 1.952, -0.072], [-2.049, 0.203, -0.807], [0.136, 1.544, 0.258], [-0.545, -1.285, 0.357], [0.766, -0.785, -0.624], [1.862, 0.450, 1.434], [-0.030, -1.467, 2.874], [0.139, 0.205, 2.977], [1.486, -0.678, 3.469], [2.690, -2.142, 1.777], [1.388, -2.796, 1.056]],
  "nbo_charge": [-0.594, -0.438, -0.208, -0.654, -0.233, -0.037, -0.631, -0.851, 0.206, 0.211, 0.201, 0.207, 0.199, 0.210, 0.184, 0.338, 0.183, 0.178, 0.195, 0.197, 0.223, 0.199, 0.355, 0.361]
}